(1)
A cluster of 13 separate species, C77H114Br4N14O4 in total, computed with ωB97M-V/def2-TZVPD.

The geometry in ORCA input format:
```
! RIJCOSX wB97M-V def2-TZVPD def2/J DEFGRID3
* xyz 10 1
C -8.5157 -4.7288 6.0283
C -7.0593 -5.1386 5.9919
N -6.1389 -4.7929 4.8482
C -6.5704 -5.4206 3.5981
C -6.0281 -3.3406 4.5953
C -5.6130 -2.4963 5.7838
C -4.7803 -5.3280 5.1364
C -3.5926 -4.8572 4.3859
O -3.6043 -5.1542 2.9932
C -3.1987 -4.0684 2.1655
H -8.9341 -5.0468 6.9950
H -9.0804 -5.2739 5.2315
H -8.6213 -3.6709 5.9929
H -7.0301 -6.2311 6.0266
H -6.5664 -4.7990 6.9252
H -7.6450 -5.2863 3.4811
H -6.3465 -6.4785 3.7162
H -5.9899 -5.0102 2.7556
H -6.9956 -3.0480 4.1882
H -5.3279 -3.2872 3.7847
H -6.2985 -2.4278 6.6481
H -5.5041 -1.4482 5.4440
H -4.6123 -2.6256 6.1721
H -4.8748 -6.3923 4.9450
H -4.6213 -5.2314 6.2051
H -2.7444 -5.4331 4.8899
H -3.3333 -3.7805 4.5460
H -2.1232 -3.8550 2.2688
H -3.6360 -3.0855 2.4507
H -3.5496 -4.2654 1.1564
C -10.9580 7.1265 3.0239
C -10.0753 7.5216 1.9592
O -9.9407 7.0416 0.8549
N -9.1149 8.7922 2.2246
H -8.2411 8.4301 2.5496
H -8.9884 9.3031 1.3452
C -9.6308 9.8224 3.2408
H -10.6168 7.3960 4.0056
H -11.1063 6.0667 2.9489
H -11.8680 7.6718 2.8469
H -10.5228 10.2240 2.8104
H -8.8320 10.5736 3.2535
H -9.8639 9.4316 4.2363
C -10.9215 -3.1812 -4.3163
C -10.6668 -3.3540 -2.8201
O -9.6225 -3.3005 -2.2832
N -11.8899 -3.7658 -2.1188
H -11.8079 -3.5701 -1.1381
H -12.6991 -3.2675 -2.4495
C -12.0998 -5.3143 -2.2116
H -11.2403 -2.2408 -4.7496
H -11.7811 -3.8773 -4.4343
H -10.0803 -3.6317 -4.8718
H -11.0873 -5.7171 -2.3065
H -12.7500 -5.6439 -3.0628
H -12.6229 -5.6067 -1.3172
C 8.2613 3.2378 2.8373
C 7.1536 2.5871 3.6270
O 6.7718 1.4636 3.8008
N 6.5636 3.5709 4.5691
H 6.8118 4.5203 4.3021
H 5.5355 3.5242 4.3485
C 6.9310 3.5440 6.0381
H 8.5640 2.3968 2.2130
H 9.1547 3.4640 3.4458
H 8.0424 4.1629 2.2364
H 6.7664 4.5612 6.4054
H 7.9778 3.2770 6.0729
H 6.2864 2.8050 6.5289
C 0.3366 7.3138 -1.9398
N 0.1091 6.2547 -2.9657
C -0.5156 5.0991 -2.6795
C -0.8360 4.2053 -3.7221
C -0.5123 4.6166 -5.0314
C 0.0707 5.8549 -5.2784
C 0.3806 6.6725 -4.2243
C -1.0510 3.7628 -6.1277
C -0.2402 3.2240 -7.0851
C -0.8195 2.5637 -8.1310
N -2.1956 2.4366 -8.2281
C -2.9959 3.0319 -7.3015
C -2.4542 3.7182 -6.2845
C -2.8949 1.7164 -9.3194
H 0.4760 6.7607 -1.0546
H -0.5350 7.9725 -1.9826
H 1.2106 7.9332 -2.1969
H -0.7643 5.0704 -1.6202
H -1.4798 3.3206 -3.5541
H 0.2410 6.2589 -6.2818
H 0.7459 7.6789 -4.2836
H 0.8037 3.4608 -7.1645
H -0.1907 2.1374 -8.8724
H -4.0839 2.9827 -7.4218
H -3.1753 4.1349 -5.6333
H -3.3456 0.8093 -8.9714
H -2.1883 1.4333 -10.0922
H -3.6993 2.2777 -9.7674
C 0.9036 -13.0107 -3.0298
N 1.2171 -11.7646 -2.2726
C 2.1904 -11.7598 -1.3346
C 2.5360 -10.6002 -0.6709
C 1.8431 -9.3616 -0.9789
C 0.8088 -9.4496 -1.9507
C 0.5377 -10.6594 -2.5877
C 2.2193 -8.0743 -0.3795
C 2.1971 -6.9235 -1.1963
C 2.4184 -5.7151 -0.5983
N 2.8562 -5.5942 0.6646
C 2.8511 -6.6864 1.4612
C 2.5302 -7.9393 1.0008
C 3.3553 -4.3287 1.2501
H 1.7866 -13.6398 -3.0403
H 0.5658 -12.7638 -4.0805
H 0.0396 -13.4206 -2.4779
H 2.6139 -12.7148 -1.0376
H 3.2641 -10.6869 0.1135
H 0.2277 -8.5740 -2.2521
H -0.2087 -10.8037 -3.3090
H 1.9551 -6.9729 -2.2622
H 2.3280 -4.8020 -1.2046
H 3.0480 -6.5182 2.5161
H 2.4252 -8.7760 1.7032
H 4.3635 -4.4965 1.6872
H 2.6904 -4.0080 2.0975
H 3.3115 -3.5455 0.5088
C 4.4701 -5.7569 -8.0230
N 5.3229 -5.2307 -6.9132
C 4.9798 -4.0089 -6.3496
C 5.7314 -3.4310 -5.4156
C 6.9207 -4.0181 -4.9341
C 7.2435 -5.3127 -5.3938
C 6.3711 -5.9209 -6.3730
C 7.8740 -3.3558 -4.0011
C 7.6856 -3.0405 -2.6296
C 8.6893 -2.3511 -1.9622
N 9.8550 -2.0246 -2.5650
C 10.0540 -2.3199 -3.8777
C 9.0765 -2.9945 -4.5750
C 10.9169 -1.4909 -1.7234
H 4.6652 -6.8129 -8.1077
H 4.6907 -5.2245 -8.9202
H 3.4633 -5.6586 -7.6768
H 4.0541 -3.5228 -6.6740
H 5.4118 -2.4566 -5.0503
H 7.9983 -5.9648 -5.0130
H 6.6158 -6.8737 -6.8412
H 6.7423 -3.2897 -2.1637
H 8.5879 -2.2200 -0.8872
H 10.9328 -1.9199 -4.3484
H 9.2539 -3.1930 -5.6129
H 10.5427 -0.6720 -1.1312
H 11.7589 -1.2623 -2.3477
H 11.3143 -2.2673 -1.0747
C -3.2583 5.2418 7.6051
N -1.8416 5.5132 7.3565
C -0.9444 5.5266 8.3165
C 0.3677 5.8630 8.0630
C 0.7609 6.0567 6.7521
C -0.1714 5.9599 5.7313
C -1.4471 5.7376 6.0959
C 2.0805 6.6182 6.3610
C 2.8241 7.3679 7.2982
C 3.8504 8.2089 6.8927
N 4.1351 8.2245 5.5451
C 3.5734 7.3542 4.6920
C 2.4755 6.5955 5.0596
C 5.1638 9.2054 5.0898
H -3.4571 4.7583 8.5474
H -3.6448 4.5864 6.8358
H -3.7164 6.2344 7.5782
H -1.2486 5.3419 9.3562
H 1.0665 5.9937 8.8537
H 0.0728 6.1961 4.7062
H -2.1877 5.7438 5.3355
H 2.6140 7.2908 8.3253
H 4.2814 8.9789 7.5366
H 3.9877 7.2757 3.7054
H 2.1225 5.9775 4.2544
H 4.7965 10.2611 5.2595
H 5.4183 9.1061 4.0581
H 6.0624 9.0932 5.6671
C 5.7648 4.1721 -5.4169
N 4.6882 3.7076 -4.5313
C 3.7914 2.8159 -4.9757
C 2.8983 2.1981 -4.1469
C 2.9479 2.5516 -2.7615
C 3.7407 3.6021 -2.3386
C 4.6326 4.1358 -3.2405
C 2.2074 1.8241 -1.7505
C 1.7158 2.5356 -0.6166
C 0.8912 1.8776 0.2663
N 0.5679 0.5751 0.0421
C 0.9787 -0.1101 -1.0417
C 1.8448 0.4899 -1.9074
C -0.3520 -0.1335 0.9424
H 6.3135 4.9949 -4.9780
H 5.5023 4.4461 -6.4094
H 6.5276 3.4361 -5.5411
H 3.7837 2.5673 -6.0183
H 2.1254 1.5348 -4.5338
H 3.8453 3.8777 -1.3011
H 5.3644 4.9083 -2.9761
H 1.9600 3.5764 -0.4887
H 0.5505 2.2952 1.1841
H 0.6297 -1.1459 -1.1889
H 2.1835 -0.1081 -2.7405
H 0.1870 -0.8769 1.5585
H -1.0934 -0.6436 0.3366
H -0.8238 0.5505 1.6313
Br -1.6214 3.8804 1.4449
Br 0.3140 -2.1857 -3.3203
Br 3.5959 4.2085 2.6881
Br 5.2512 -0.4292 -2.2826
*
```

Output
- DFT total energy: -390803.3315 eV
- LUMO: -15.86 eV
- Orbital gap: 4.83 eV

Here are the Löwdin charges for atoms 1 to 5, given in e: -0.036, -0.166, -0.299, 0.023, -0.171


(2)
A structure of composition C7H9NO, computed with ωB97M-V/def2-TZVPD.

The geometry in ORCA input format:
```
! RIJCOSX wB97M-V def2-TZVPD def2/J DEFGRID3
* xyz 0 1
C -0.3465 1.0256 -0.4381
C -1.4898 0.1122 -0.7255
C 0.3354 -0.3375 -0.0655
C 1.8309 -0.7169 0.0258
C 2.9755 0.2094 0.0002
C -0.5473 -0.8857 1.0851
C -1.8377 -0.8397 0.5937
H -0.7376 2.8257 0.1094
H -0.8608 1.5677 1.3330
H -0.0242 1.3480 -1.2071
H -2.4434 0.0852 -1.4731
H 1.7296 -1.9613 0.5479
H 2.8077 1.3162 0.0930
H 4.0276 -0.4583 0.1147
H -0.4832 -1.0003 2.3391
H -2.8401 -1.4750 0.8161
N -0.4898 1.8954 0.5714
O -0.4087 -0.8650 -1.1909
*
```

Output
- DFT total energy: -10933.0524 eV
- LUMO: 0.68 eV
- ΔE to the lowest compared entry with this formula, charge and spin: 225.1 kcal per mole
- Orbital gap: 9.44 eV

Here are the Löwdin charges for atoms 1 to 5, given in e: -0.351, -0.129, -0.440, -0.073, -0.001